Computed, not measured: a 12-piece molecular cluster, C66H151N5O12 overall, with ωB97M-V with the def2-TZVPD basis set.

Net charge: -1
Frontier orbital gap (alpha / beta) (Ha): 0.048 / 0.299
Calculated total energy (Ha): -3781.4071
2S+1: 2
LUMO energy (alpha / beta) (eV): 1.8 / 1.8

Atoms and positions in Å:
1 C 5.72 -4.08 1.02
2 C 4.98 -2.82 0.62
3 C 5.89 -1.97 -0.10
4 O 3.93 -2.92 -0.30
5 H 6.75 -4.07 1.39
6 H 5.89 -4.76 0.18
7 H 5.02 -4.59 1.67
8 H 4.64 -2.31 1.52
9 H 5.60 -1.01 -0.54
10 H 6.57 -2.35 -0.87
11 H 6.71 -1.77 0.59
12 H 3.72 -1.98 -0.33
13 C -2.63 -4.26 -4.34
14 C -2.21 -5.44 -5.22
15 C -0.86 -5.90 -4.75
16 O -3.18 -6.45 -5.10
17 H -2.02 -3.41 -4.67
18 H -2.61 -4.51 -3.28
19 H -3.62 -3.93 -4.64
20 H -2.07 -5.01 -6.21
21 H -0.31 -6.66 -5.29
22 H -0.82 -6.05 -3.67
23 H -0.22 -5.02 -4.83
24 H -2.81 -6.93 -4.36
25 C -5.31 -0.94 2.42
26 C -4.21 -0.07 2.05
27 C -3.96 0.45 0.58
28 O -4.10 1.00 2.92
29 H -6.29 -0.48 2.35
30 H -5.09 -1.43 3.38
31 H -5.34 -1.76 1.70
32 H -3.32 -0.65 2.33
33 H -4.29 1.48 0.44
34 H -4.64 -0.08 -0.09
35 H -2.94 0.25 0.27
36 H -3.56 0.71 3.66
37 C 4.23 1.47 -1.61
38 C 4.49 2.33 -2.91
39 C 3.16 2.85 -3.47
40 O 5.21 3.51 -2.53
41 H 3.56 1.97 -0.91
42 H 5.22 1.37 -1.17
43 H 3.91 0.46 -1.86
44 H 5.03 1.69 -3.60
45 H 2.76 3.79 -3.07
46 H 2.30 2.20 -3.30
47 H 3.36 3.00 -4.53
48 H 4.59 4.07 -2.05
49 C 3.23 6.37 1.44
50 C 4.10 5.11 1.43
51 C 3.32 3.82 1.62
52 O 4.82 5.01 0.14
53 H 2.33 6.40 0.82
54 H 3.79 7.15 0.92
55 H 3.03 6.76 2.44
56 H 4.85 5.24 2.21
57 H 3.97 2.98 1.84
58 H 2.63 3.60 0.81
59 H 2.66 3.89 2.49
60 H 5.71 4.79 0.42
61 C -2.84 -1.76 5.37
62 C -2.12 -0.58 6.11
63 C -0.58 -0.71 6.23
64 O -2.39 0.58 5.43
65 H -2.26 -2.09 4.51
66 H -3.83 -1.50 5.00
67 H -3.06 -2.55 6.10
68 H -2.46 -0.50 7.14
69 H -0.37 -1.77 6.18
70 H -0.32 -0.18 7.15
71 H 0.05 -0.31 5.44
72 H -2.04 1.38 5.82
73 C 2.28 -4.45 -2.94
74 C 3.74 -4.89 -3.03
75 C 4.11 -5.36 -4.43
76 O 4.47 -3.67 -2.89
77 H 1.50 -5.11 -3.32
78 H 2.08 -3.48 -3.40
79 H 2.21 -4.27 -1.87
80 H 3.88 -5.71 -2.32
81 H 3.31 -5.81 -5.02
82 H 4.75 -6.24 -4.32
83 H 4.73 -4.66 -4.99
84 H 4.47 -3.42 -1.96
85 C -5.00 -3.43 -1.27
86 C -5.07 -4.64 -0.32
87 C -3.94 -4.40 0.79
88 C -3.99 -5.26 2.00
89 C -5.40 -5.12 2.58
90 C -6.52 -5.56 1.65
91 N -6.39 -4.83 0.42
92 O -7.42 -5.15 -0.51
93 C -6.52 -7.08 1.53
94 C -7.87 -5.12 2.35
95 C -4.68 -5.89 -1.12
96 H -4.00 -3.34 -1.69
97 H -5.14 -2.51 -0.70
98 H -5.75 -3.36 -2.05
99 H -2.96 -4.54 0.33
100 H -3.74 -3.40 1.19
101 H -3.18 -5.11 2.72
102 H -3.69 -6.29 1.81
103 H -5.55 -4.07 2.84
104 H -5.36 -5.70 3.50
105 H -6.82 -7.58 2.46
106 H -7.29 -7.47 0.87
107 H -5.57 -7.46 1.18
108 H -8.71 -5.75 2.04
109 H -7.80 -5.15 3.44
110 H -8.11 -4.09 2.11
111 H -5.57 -6.29 -1.60
112 H -4.38 -6.72 -0.48
113 H -4.01 -5.82 -1.98
114 H -7.98 -4.37 -0.50
115 C -2.17 8.25 2.92
116 C -3.48 7.54 2.38
117 C -3.85 8.31 1.03
118 C -2.86 8.01 -0.08
119 C -2.68 6.58 -0.38
120 C -2.22 5.82 0.95
121 N -3.19 6.14 2.01
122 O -2.96 5.26 3.08
123 C -2.41 4.33 0.52
124 C -0.69 6.15 1.25
125 C -4.65 7.50 3.35
126 H -1.50 8.66 2.16
127 H -1.46 7.74 3.57
128 H -2.46 9.26 3.19
129 H -4.84 7.91 0.79
130 H -4.12 9.35 1.17
131 H -1.93 8.57 0.02
132 H -3.17 8.55 -0.97
133 H -2.03 6.32 -1.22
134 H -3.65 6.22 -0.74
135 H -3.46 4.14 0.29
136 H -2.02 4.02 -0.45
137 H -1.98 3.62 1.22
138 H -0.32 5.93 2.25
139 H -0.05 5.64 0.53
140 H -0.47 7.21 1.10
141 H -5.07 8.43 3.74
142 H -4.42 6.91 4.23
143 H -5.47 6.96 2.88
144 H -3.55 4.54 2.84
145 C -2.08 3.29 -7.14
146 C -1.03 2.15 -7.40
147 C -1.32 1.46 -8.76
148 C -0.20 0.51 -9.35
149 C 1.23 1.16 -9.31
150 C 1.54 1.88 -7.91
151 N 0.34 2.66 -7.48
152 O 0.67 3.49 -6.36
153 C 1.95 0.69 -7.00
154 C 2.79 2.90 -8.00
155 C -1.23 1.19 -6.19
156 H -1.71 4.23 -7.56
157 H -2.21 3.54 -6.09
158 H -3.00 3.13 -7.69
159 H -2.27 0.94 -8.69
160 H -1.51 2.33 -9.39
161 H -0.48 0.35 -10.39
162 H -0.19 -0.48 -8.89
163 H 1.52 1.62 -10.25
164 H 1.88 0.30 -9.48
165 H 1.94 0.97 -5.95
166 H 1.19 -0.09 -7.00
167 H 2.91 0.21 -7.20
168 H 3.70 2.37 -8.25
169 H 2.51 3.69 -8.70
170 H 3.04 3.38 -7.06
171 H -2.29 1.23 -5.92
172 H -0.67 1.59 -5.34
173 H -0.89 0.18 -6.41
174 H 0.96 4.28 -6.82
175 C 5.12 -2.25 7.44
176 C 5.51 -0.81 7.35
177 C 6.74 -0.66 6.32
178 C 6.26 -0.84 4.96
179 C 5.13 0.16 4.54
180 C 3.97 0.01 5.42
181 N 4.42 0.07 6.88
182 O 3.34 0.10 7.79
183 C 2.91 1.28 5.22
184 C 3.13 -1.21 4.97
185 C 6.09 -0.24 8.74
186 H 5.68 -2.76 8.22
187 H 5.19 -2.84 6.52
188 H 4.05 -2.26 7.65
189 H 7.12 0.35 6.46
190 H 7.59 -1.25 6.65
191 H 5.88 -1.86 4.87
192 H 7.06 -0.61 4.26
193 H 4.93 -0.09 3.50
194 H 5.41 1.21 4.57
195 H 2.70 1.47 4.16
196 H 1.96 1.27 5.76
197 H 3.31 2.23 5.58
198 H 3.67 -2.03 4.48
199 H 2.61 -1.68 5.80
200 H 2.38 -1.08 4.19
201 H 6.97 -0.72 9.16
202 H 5.34 -0.27 9.53
203 H 6.34 0.82 8.76
204 H 3.12 1.02 7.90
205 C 1.03 -0.74 -2.40
206 C -0.30 -0.57 -1.57
207 C -0.77 -1.99 -1.04
208 C -0.14 -2.31 0.22
209 C -0.42 -1.30 1.33
210 C 0.22 0.13 0.88
211 N -0.32 0.44 -0.50
212 O 0.17 1.76 -0.89
213 C -0.21 1.11 1.96
214 C 1.77 -0.02 0.95
215 C -1.51 -0.28 -2.53
216 H 1.70 0.10 -2.21
217 H 0.84 -0.90 -3.46
218 H 1.62 -1.61 -2.09
219 H -1.84 -1.87 -0.85
220 H -0.45 -2.76 -1.75
221 H 0.93 -2.38 -0.01
222 H -0.43 -3.27 0.65
223 H -0.04 -1.63 2.29
224 H -1.49 -1.17 1.49
225 H -1.29 1.26 1.95
226 H 0.03 0.81 2.98
227 H 0.17 2.08 1.64
228 H 2.19 -0.16 1.94
229 H 2.28 -0.55 0.15
230 H 2.15 1.00 0.91
231 H -2.50 -0.42 -2.07
232 H -1.43 -0.88 -3.43
233 H -1.49 0.73 -2.92
234 H -0.58 2.25 -0.54